Entry 1:
DFT (ωB97M-V/def2-TZVPD) results for a single C4H13N3 molecule in a non-equilibrium geometry.

SMILES string: CCNCN(C)N
molecular weight: 103.17 g/mol
electronic energy: -324.39801 Eh
lowest unoccupied orbital energy: 1.00 eV
HOMO energy: -8.32 eV
energy above the lowest of the compared OMol25 structures with the same formula, charge and spin: 2.0931 eV

Element x y z (Å)
C: 0.24 0.39 1.06
C: -1.62 0.55 -0.46
C: 2.06 0.59 -0.67
C: -2.35 -0.69 0.06
N: 0.96 -0.22 -0.19
N: -0.86 1.18 0.63
N: 1.31 -1.57 0.06
H: -0.53 2.09 0.31
H: 1.49 -2.04 -0.83
H: 2.16 -1.64 0.63
H: 0.92 0.99 1.68
H: -0.13 -0.49 1.59
H: -2.34 1.29 -0.80
H: -0.74 0.15 -1.16
H: 1.69 1.59 -0.88
H: 2.88 0.66 0.06
H: 2.47 0.16 -1.60
H: -3.08 -1.01 -0.69
H: -1.66 -1.50 0.23
H: -2.88 -0.47 0.99

Entry 2:
DFT (ωB97M-V/def2-TZVPD) results for a molecular structure, C11H10AuBrN in a non-equilibrium geometry.

expectation value of S²: 2.039
molecular weight: 433.08 g/mol
electronic energy: -3188.35497 Eh
spin multiplicity: 3
net charge: +3
lowest unoccupied orbital energy (alpha / beta): -11.20 / -15.21 eV
HOMO energy (alpha / beta): -21.13 / -20.96 eV
energy above the lowest of the compared OMol25 structures with the same formula, charge and spin: 0.4391 eV

Element x y z (Å)
Au: 0.70 0.11 -0.29
C: -1.03 -1.12 -3.50
C: 0.23 -1.36 -2.98
C: 1.04 -0.33 -2.43
C: 0.54 0.99 -2.62
C: -0.73 1.21 -3.16
C: -1.48 0.19 -3.72
H: -1.69 -1.94 -3.77
H: 0.68 -2.34 -3.13
H: 2.12 -0.50 -2.39
H: 1.25 1.82 -2.60
H: -1.16 2.21 -3.15
H: -2.42 0.38 -4.22
Br: -0.35 0.05 6.44
C: -0.05 0.06 4.53
C: 0.27 1.26 3.88
C: 0.54 1.21 2.52
N: 0.47 0.07 1.82
C: 0.20 -1.08 2.45
C: -0.08 -1.13 3.81
H: 0.31 2.21 4.40
H: 0.80 2.12 1.99
H: 0.18 -1.99 1.86
H: -0.32 -2.08 4.27

Entry 3:
DFT (ωB97M-V/def2-TZVPD) results for a single C5H4INO3 molecule in a non-equilibrium geometry.

expectation value of S²: 2.009
molecular weight: 253.00 g/mol
electronic energy: -770.81052 Eh
spin multiplicity: 3
lowest unoccupied orbital energy (alpha / beta): 0.45 / -3.96 eV
HOMO energy (alpha / beta): -6.26 / -9.07 eV
energy above the lowest of the compared OMol25 structures with the same formula, charge and spin: 3.8297 eV

Element x y z (Å)
C: -0.78 1.98 0.74
C: -0.11 0.75 1.03
C: -0.94 2.01 -0.60
C: 0.13 0.11 -0.13
C: 0.89 -1.14 -0.60
N: 0.07 -2.33 -0.06
O: -0.90 -2.60 -0.69
O: 0.34 -2.72 1.02
O: -0.32 0.93 -1.17
I: 2.91 -1.34 0.25
H: -1.18 2.78 1.29
H: 0.22 0.31 1.93
H: -1.25 2.60 -1.42
H: 0.93 -1.35 -1.61

Entry 4:
DFT (ωB97M-V/def2-TZVPD) results for a molecular structure, C31H26GeS4SbSiTc.

molecular weight: 847.27 g/mol
electronic energy: -5477.08774 Eh
lowest unoccupied orbital energy: -2.00 eV
HOMO energy: -8.68 eV
energy above the lowest of the compared OMol25 structures with the same formula, charge and spin: 0.0800 eV

Element x y z (Å)
Tc: 0.12 0.30 0.61
S: -2.38 -2.52 3.09
Sb: -2.44 -0.59 2.00
S: -1.15 -1.22 -0.25
S: -0.30 0.68 2.73
S: -4.04 0.87 1.57
C: -3.79 3.28 -2.90
C: -2.68 2.95 -3.66
C: -1.47 2.66 -3.05
C: -1.35 2.70 -1.66
C: -2.48 3.03 -0.90
C: -3.69 3.32 -1.51
Si: 0.29 2.30 -0.88
C: 1.00 3.66 0.19
C: 2.21 4.25 -0.21
C: 2.77 5.27 0.54
C: 2.14 5.72 1.69
C: 0.94 5.14 2.10
C: 0.38 4.11 1.35
H: -4.74 3.50 -3.37
H: -2.76 2.91 -4.74
H: -0.61 2.40 -3.66
H: -2.42 3.04 0.19
H: -4.56 3.56 -0.91
H: 1.24 2.04 -1.98
H: 2.70 3.90 -1.11
H: 3.71 5.72 0.22
H: 2.58 6.52 2.28
H: 0.45 5.49 3.00
H: -0.54 3.66 1.69
C: 1.75 0.06 0.28
Ge: 3.62 -0.33 -0.20
C: 3.90 0.49 -1.93
C: 4.38 1.79 -2.05
C: 4.50 2.39 -3.30
C: 4.15 1.68 -4.44
C: 3.67 0.38 -4.33
C: 3.55 -0.22 -3.08
C: 4.71 0.45 1.19
C: 6.04 0.79 0.96
C: 6.82 1.32 1.98
C: 6.27 1.51 3.24
C: 4.95 1.17 3.49
C: 4.17 0.64 2.46
C: 3.71 -2.27 -0.32
C: 4.87 -2.85 -0.84
C: 4.98 -4.23 -0.94
C: 3.94 -5.04 -0.51
C: 2.78 -4.47 0.01
C: 2.67 -3.09 0.11
H: 4.64 2.36 -1.16
H: 4.87 3.40 -3.38
H: 4.24 2.15 -5.41
H: 3.40 -0.18 -5.22
H: 3.19 -1.24 -3.01
H: 6.48 0.66 -0.02
H: 7.85 1.59 1.79
H: 6.88 1.92 4.04
H: 4.52 1.31 4.47
H: 3.13 0.38 2.66
H: 5.69 -2.22 -1.18
H: 5.88 -4.67 -1.34
H: 4.02 -6.12 -0.59
H: 1.96 -5.10 0.34
H: 1.76 -2.65 0.51

Entry 5:
DFT (ωB97M-V/def2-TZVPD) results for a single C5H7FOS molecule in a non-equilibrium geometry.

SMILES string: C/C=C(\CF)OC=S
molecular weight: 134.17 g/mol
electronic energy: -767.91524 Eh
lowest unoccupied orbital energy: -0.07 eV
HOMO energy: -9.24 eV
energy above the lowest of the compared OMol25 structures with the same formula, charge and spin: 2.0394 eV

Element x y z (Å)
C: 2.35 1.84 0.16
C: 1.02 1.15 -0.38
C: 0.58 -0.12 -0.23
C: 1.41 -1.36 0.24
C: -1.66 0.26 0.33
H: 2.35 2.47 1.06
H: 2.92 0.94 0.62
H: 2.80 2.31 -0.63
H: 0.33 1.89 -0.77
H: 1.18 -1.36 1.31
H: 1.04 -2.20 -0.34
H: -1.29 0.87 1.19
O: -0.71 -0.42 -0.38
F: 2.84 -1.29 -0.04
S: -3.21 -0.03 0.02

Entry 6:
DFT (ωB97M-V/def2-TZVPD) results for a molecular structure, C10H40NO13 in a non-equilibrium geometry.

molecular weight: 382.42 g/mol
electronic energy: -1437.13578 Eh
net charge: -1
lowest unoccupied orbital energy: 2.77 eV
HOMO energy: -4.51 eV
energy above the lowest of the compared OMol25 structures with the same formula, charge and spin: 15.0161 eV

Element x y z (Å)
N: 0.18 -0.06 -0.29
O: 1.11 0.53 0.34
O: -0.94 -0.15 0.18
O: 0.44 -0.71 -1.29
C: -3.21 0.91 -0.66
O: -3.61 -0.13 -1.51
H: -3.28 0.58 0.37
H: -2.20 1.24 -0.91
H: -3.87 1.77 -0.72
H: -4.52 -0.35 -1.27
C: -0.33 -2.24 2.08
O: -0.96 -3.05 1.14
H: 0.28 -1.49 1.58
H: -1.08 -1.83 2.76
H: 0.38 -2.76 2.73
H: -1.57 -3.60 1.64
C: 1.20 0.31 2.89
O: 1.28 -0.73 3.88
H: 1.49 1.17 3.49
H: 1.92 0.10 2.10
H: 0.24 0.41 2.40
H: 2.20 -0.69 4.14
C: 3.63 -0.30 0.31
O: 2.85 -0.12 -0.85
H: 3.24 0.13 1.24
H: 3.73 -1.37 0.46
H: 4.61 0.16 0.17
H: 1.97 0.20 -0.63
C: 3.29 -2.57 -1.90
O: 2.21 -1.70 -1.97
H: 3.83 -2.43 -0.96
H: 3.07 -3.63 -1.93
H: 4.00 -2.30 -2.69
H: 2.45 -0.95 -1.43
C: -0.78 3.00 -0.52
O: -1.54 3.29 -1.63
H: -0.71 1.96 -0.21
H: 0.25 3.33 -0.56
H: -1.30 3.59 0.24
H: -1.05 3.12 -2.44
C: -1.22 0.77 -3.03
O: -1.58 -0.53 -2.62
H: -2.08 1.42 -2.89
H: -0.40 1.14 -2.42
H: -0.87 0.75 -4.06
H: -2.33 -0.44 -2.03
C: -1.82 0.77 2.60
O: -1.51 1.42 1.37
H: -1.26 1.20 3.44
H: -2.85 0.98 2.89
H: -1.62 -0.28 2.41
H: -1.09 0.86 0.71
C: 2.50 2.39 -0.65
O: 2.18 2.19 0.73
H: 1.61 2.38 -1.28
H: 2.99 3.37 -0.65
H: 3.22 1.66 -1.00
H: 1.65 1.40 0.86
C: -2.67 -2.59 -0.76
O: -1.47 -1.91 -1.07
H: -2.84 -3.48 -1.37
H: -2.62 -2.98 0.26
H: -3.53 -1.92 -0.82
H: -1.31 -1.20 -0.45

Entry 7:
DFT (ωB97M-V/def2-TZVPD) results for 4 unconnected molecules or ions with the total composition C47H94BF3N12O8P4S in a non-equilibrium geometry.

SMILES string: CCN1c2cc(B(O)O)c(CCCCCCCCOC(C)=O)c(N)c2Sc2c(CCC(F)=C(F)F)c(P(N)O)cc(C)c21.CN(C)P(=O)(N(C)C)N(C)C.CN(C)P(=O)(N(C)C)N(C)C.CN(C)P(=O)(N(C)C)N(C)C
molecular weight: 1179.11 g/mol
electronic energy: -5193.91686 Eh
lowest unoccupied orbital energy: -1.08 eV
HOMO energy: -7.82 eV

Element x y z (Å)
C: 2.99 0.52 -4.33
C: 1.74 -0.25 -3.75
N: 0.54 0.59 -3.46
C: 0.58 1.22 -2.16
C: 0.09 0.44 -1.00
C: 0.05 0.99 0.36
B: -0.54 0.00 1.48
O: 0.28 -0.87 2.25
O: -1.94 -0.04 1.69
C: 0.51 2.37 0.67
C: 0.41 2.95 2.11
C: 1.61 3.88 2.55
C: 1.04 5.38 2.63
C: 2.15 6.49 2.44
C: 1.40 7.79 1.88
C: 1.81 8.14 0.39
C: 2.78 9.41 0.31
C: 2.68 10.17 -1.06
O: 1.88 11.39 -0.98
C: 0.54 11.11 -1.23
C: 0.00 10.66 -2.63
O: -0.25 11.22 -0.33
C: 1.02 3.13 -0.49
N: 1.49 4.51 -0.35
C: 1.06 2.56 -1.85
S: 1.73 3.52 -3.27
C: 0.70 2.90 -4.63
C: 0.39 3.80 -5.74
C: 1.03 5.24 -5.68
C: 2.57 5.03 -6.08
C: 3.52 6.04 -5.39
F: 4.80 5.60 -5.01
C: 3.23 7.39 -5.13
F: 2.80 7.84 -3.90
F: 3.40 8.28 -6.17
C: -0.48 3.33 -6.84
P: -0.92 4.44 -8.29
N: 0.53 5.14 -8.98
O: -1.73 5.76 -7.59
C: -0.99 1.95 -6.74
C: -0.65 1.05 -5.63
C: -1.21 -0.42 -5.55
C: 0.23 1.51 -4.53
H: 3.81 -0.25 -4.44
H: 3.33 1.23 -3.54
H: 2.79 0.99 -5.32
H: 1.40 -1.03 -4.50
H: 2.01 -0.81 -2.82
H: -0.27 -0.60 -1.21
H: -0.22 -1.01 3.07
H: -2.09 -0.07 2.65
H: -0.54 3.56 2.14
H: 0.29 2.17 2.91
H: 2.49 3.81 1.86
H: 2.01 3.64 3.58
H: 0.35 5.47 1.75
H: 0.39 5.54 3.54
H: 2.97 6.20 1.75
H: 2.50 6.77 3.47
H: 1.56 8.70 2.51
H: 0.28 7.60 1.89
H: 0.93 8.40 -0.27
H: 2.29 7.25 -0.10
H: 3.84 9.07 0.44
H: 2.52 10.16 1.11
H: 2.34 9.53 -1.92
H: 3.72 10.53 -1.33
H: 0.74 10.80 -3.46
H: -0.25 9.57 -2.56
H: -0.92 11.22 -2.93
H: 1.23 5.07 -1.17
H: 2.52 4.43 -0.40
H: 0.99 5.69 -4.66
H: 0.62 5.92 -6.47
H: 2.88 4.00 -5.71
H: 2.72 5.04 -7.19
H: 0.49 6.15 -8.78
H: 0.48 5.10 -10.01
H: -1.80 5.55 -6.64
H: -1.67 1.63 -7.58
H: -0.43 -1.20 -5.66
H: -2.08 -0.55 -6.24
H: -1.65 -0.49 -4.51
O: -2.87 -0.60 5.48
P: -3.74 -1.84 5.62
N: -5.07 -0.94 6.26
C: -5.95 -1.29 7.36
C: -5.71 -0.02 5.32
N: -2.82 -2.50 6.92
C: -3.34 -2.89 8.22
C: -1.45 -2.01 7.09
N: -4.72 -3.32 5.63
C: -3.91 -4.52 5.26
C: -5.84 -3.32 4.67
H: -6.57 -2.18 7.16
H: -6.64 -0.48 7.59
H: -5.40 -1.45 8.28
H: -6.28 -0.55 4.54
H: -4.96 0.60 4.81
H: -6.39 0.67 5.82
H: -3.44 -2.02 8.88
H: -2.66 -3.59 8.71
H: -4.29 -3.41 8.15
H: -1.44 -1.02 7.57
H: -0.93 -1.94 6.14
H: -0.86 -2.70 7.71
H: -3.49 -4.41 4.25
H: -4.53 -5.42 5.29
H: -3.08 -4.69 5.94
H: -5.51 -3.06 3.66
H: -6.63 -2.63 4.96
H: -6.32 -4.30 4.63
O: -1.41 -3.27 -4.50
P: -1.26 -4.54 -3.67
N: -0.96 -5.54 -5.04
C: -1.47 -6.87 -5.31
C: 0.31 -5.30 -5.73
N: -2.94 -4.61 -3.26
C: -3.81 -5.75 -3.47
C: -3.72 -3.39 -3.41
N: -0.99 -5.90 -2.57
C: -1.29 -5.53 -1.15
C: 0.40 -6.39 -2.53
H: -1.12 -7.63 -4.60
H: -1.17 -7.22 -6.30
H: -2.56 -6.90 -5.34
H: 1.17 -5.62 -5.14
H: 0.43 -4.23 -5.93
H: 0.35 -5.79 -6.70
H: -4.18 -5.79 -4.51
H: -4.69 -5.69 -2.82
H: -3.34 -6.70 -3.22
H: -3.98 -3.20 -4.46
H: -3.18 -2.52 -3.03
H: -4.65 -3.45 -2.84
H: -0.65 -4.70 -0.82
H: -1.13 -6.38 -0.49
H: -2.32 -5.22 -1.01
H: 1.11 -5.58 -2.36
H: 0.68 -6.90 -3.45
H: 0.53 -7.13 -1.74
O: 2.43 -5.47 1.52
P: 2.94 -5.01 2.89
N: 3.64 -6.55 3.26
C: 3.62 -7.27 4.52
C: 4.79 -6.93 2.43
N: 1.36 -4.91 3.58
C: 0.93 -5.58 4.80
C: 0.23 -4.83 2.67
N: 3.58 -4.32 4.38
C: 3.10 -2.93 4.59
C: 5.05 -4.21 4.42
H: 4.16 -6.75 5.33
H: 4.08 -8.26 4.42
H: 2.61 -7.47 4.85
H: 5.68 -6.32 2.66
H: 4.57 -6.80 1.37
H: 5.06 -7.98 2.56
H: 0.66 -6.62 4.61
H: 0.05 -5.08 5.21
H: 1.68 -5.53 5.59
H: -0.01 -5.81 2.24
H: 0.43 -4.14 1.85
H: -0.66 -4.45 3.17
H: 3.40 -2.27 3.77
H: 3.49 -2.52 5.53
H: 2.01 -2.87 4.67
H: 5.44 -3.70 3.53
H: 5.54 -5.18 4.50
H: 5.38 -3.65 5.30

Entry 8:
DFT (ωB97M-V/def2-TZVPD) results for 14 unconnected molecules or ions with the total composition C8H24B2O28 in a non-equilibrium geometry.

molecular weight: 589.88 g/mol
electronic energy: -2476.33993 Eh
net charge: -2
lowest unoccupied orbital energy: 3.75 eV
HOMO energy: -5.07 eV
energy above the lowest of the compared OMol25 structures with the same formula, charge and spin: 1.0371 eV

Element x y z (Å)
O: -4.30 -2.55 -0.92
C: -4.29 -1.72 -0.06
O: -3.26 -1.01 0.37
B: -3.70 -0.15 1.48
O: -5.14 -0.24 1.49
C: -5.55 -1.17 0.63
O: -6.68 -1.46 0.38
O: -3.30 1.28 1.32
C: -2.51 1.62 2.31
O: -2.02 2.70 2.51
C: -2.31 0.40 3.23
O: -3.11 -0.55 2.77
O: -1.56 0.26 4.15
O: 2.01 -1.40 2.38
C: 1.25 -1.24 1.45
O: 1.32 -0.30 0.56
B: 0.23 -0.38 -0.42
O: -0.22 -1.79 -0.25
C: 0.28 -2.32 0.84
O: 0.05 -3.42 1.25
O: 0.73 -0.15 -1.76
C: 0.41 1.08 -2.10
O: 0.83 1.70 -3.05
C: -0.61 1.60 -1.05
O: -0.82 0.62 -0.18
O: -1.11 2.69 -1.06
O: -0.92 4.33 -3.39
H: -1.12 3.88 -2.54
H: 0.05 4.36 -3.41
O: -1.92 -1.89 -3.12
H: -1.21 -2.39 -3.51
H: -1.72 -1.87 -2.17
O: 1.93 4.14 -3.37
H: 2.74 4.58 -3.65
H: 2.16 3.20 -3.28
O: 2.01 -4.42 3.53
H: 2.14 -3.82 2.79
H: 1.68 -5.23 3.12
O: 0.03 3.19 -5.91
H: 0.87 3.38 -5.49
H: -0.63 3.57 -5.31
O: 2.21 -0.15 -4.72
H: 1.66 0.23 -4.01
H: 1.59 -0.62 -5.29
O: 3.61 1.05 2.55
H: 3.67 0.11 2.34
H: 2.81 1.12 3.10
O: 3.52 2.48 0.17
H: 4.37 2.76 0.53
H: 3.14 1.93 0.89
O: 4.72 -2.22 2.18
H: 5.07 -2.70 2.93
H: 3.76 -2.32 2.25
O: -3.14 4.31 0.56
H: -2.76 4.53 1.42
H: -2.41 3.85 0.11
O: -0.03 -5.70 -0.84
H: 0.81 -5.86 -0.42
H: -0.32 -4.85 -0.47
O: 1.38 -2.23 5.65
H: 1.30 -2.53 4.73
H: 2.32 -2.27 5.83